No. 1
C35H59B2N3O8P | the ωB97M-V functional and the def2-TZVPD basis

XYZ file:
```
108
Properties=species:S:1:pos:R:3:mulliken_charge:R:1
H 0.89176 -7.69708 5.46445 0.293
C -4.00278 2.44632 -0.21288 0.382
H 4.43703 -2.65241 4.59557 0.303
H 1.52336 0.90079 4.98237 0.217
C 1.39724 -7.42119 6.39589 -0.375
C -2.75526 1.78559 -7.23496 -0.417
H -7.07750 0.34547 -0.15496 0.278
H 0.89388 -5.32321 6.22930 0.296
H -0.63038 -4.02916 1.48125 0.257
H 0.49047 1.69227 1.50625 -0.313
H 4.25050 4.99496 -3.49960 0.287
H 2.40728 7.18108 -0.60479 0.311
H 1.11747 6.10290 1.56246 0.261
H -3.78281 -3.12429 -0.99297 0.194
H -7.04214 1.42174 1.42089 0.380
H 3.66432 2.90597 -4.69807 0.303
H 1.42229 2.76347 -2.27851 -0.290
H -5.61029 0.22172 1.16156 0.159
C 4.76866 -3.49116 5.21577 -0.908
C 5.48607 -4.55381 4.38938 -0.326
H -4.52237 -2.56484 0.64781 0.222
H 1.02572 2.97394 -4.11838 0.117
H -3.55032 1.05752 1.53780 0.342
H -2.70510 1.44255 -9.38084 0.289
C 1.43772 -5.70057 8.27222 -1.131
C 0.02563 0.42091 -3.80463 0.143
H -4.08647 5.69313 -2.48010 0.282
H -0.14865 -1.30728 -2.32871 0.102
H -7.88438 2.97673 -1.05640 0.200
H 2.25146 -2.16411 2.69831 0.110
H 0.35817 2.31009 4.31788 0.200
C -3.54139 3.79420 -1.08775 -0.217
H -4.09678 0.30284 -2.13569 0.330
B -3.46497 -0.89032 -0.63956 1.004
H 7.24821 -4.83386 3.16230 0.316
C -2.95411 1.50586 0.62620 -0.634
H 5.73707 -5.39958 5.03885 0.312
O -4.48854 -0.49630 -1.65731 -0.672
C -3.01196 0.92247 -8.46620 -1.197
C -1.08705 0.54900 -1.27676 0.552
C -2.33296 0.23890 -0.26274 0.637
H 3.58864 4.46957 -1.80963 0.301
H -6.87713 5.24559 -2.46112 0.256
H 1.34305 -6.48295 9.03388 0.325
H 3.98831 2.28687 -2.86562 0.226
C 1.08183 1.41742 4.02734 -0.672
C 0.71207 0.58655 1.84978 0.125
H 2.80714 -3.40775 1.38960 0.287
H -2.02550 2.15687 0.93142 0.191
H 0.81052 4.45183 0.47352 0.046
H -3.08651 1.23902 -6.34348 0.225
H -0.28081 -6.28593 7.12540 0.314
H 1.95006 0.24480 -2.40402 0.181
C -1.28578 2.18379 -7.08338 -0.215
C -6.70493 3.16048 -1.05174 -0.485
H -2.37931 4.05740 -1.12535 0.005
O -0.38904 -3.17388 1.94580 -0.582
H -0.73551 2.47800 -0.93910 0.072
N 4.10465 -7.04062 5.88728 -0.532
B -0.08040 -0.40944 0.77646 -0.571
H 1.98211 1.86382 3.39960 0.276
O -1.55496 -0.46777 0.80699 -0.492
H 5.42174 -3.10040 6.00444 0.322
C 1.56829 0.77066 -3.37687 -0.471
H -1.79753 -0.76923 -3.13622 0.235
H 4.79871 -4.92976 3.62165 0.279
H 7.47200 -3.67965 4.48916 0.308
H 2.26745 0.37194 -4.25852 0.348
C -3.56594 -2.42227 -0.05210 -0.615
H 1.27625 -8.24693 7.10538 0.285
C -5.65009 2.15691 -0.22870 0.641
H 3.87806 -3.91578 5.68990 0.099
O 0.15685 0.34164 -0.50729 0.216
H -0.95013 2.75536 -7.95544 0.436
H 1.88750 0.43443 1.75381 0.080
H -1.15651 2.81175 -6.19559 0.126
H 3.09308 -1.50640 1.11285 0.253
O 2.14181 5.27842 -3.31055 -0.286
H -2.47267 -0.02856 -8.41281 0.353
C -0.83371 -0.36989 -2.60704 -1.301
C 3.32439 4.47948 -2.95019 -0.471
H -4.07767 0.68661 -8.54936 0.354
H -0.57595 1.32748 -4.26182 -0.351
P 0.58784 -2.24462 0.79931 0.032
C 1.72006 6.24288 -0.73570 -0.338
C 1.27274 5.54651 -2.15393 0.505
O 0.28917 0.41163 3.24922 -0.314
H -3.36676 2.69203 -7.30261 0.368
C 1.74579 2.40560 -3.37061 0.169
C 2.87707 -7.21319 6.11785 0.296
C 2.35880 -2.31345 1.53876 -0.750
C 6.42748 -2.88698 2.79000 0.219
O -0.03227 5.17707 -2.25378 -0.380
C -0.42791 0.93699 -6.94189 0.434
O -1.00037 1.93552 -1.75951 -0.147
C -6.36444 0.90656 0.58441 -1.155
N 6.14765 -1.93684 2.00973 -0.486
C -6.18805 4.48905 -1.89354 -0.430
H 0.09848 -0.38016 -4.68680 0.411
C -4.57384 4.77594 -1.89845 -0.449
C 1.19856 5.57175 0.52193 -0.362
C 0.79157 -6.13456 6.96037 -0.439
H 2.50030 -5.47165 8.14321 0.335
H 0.95474 -4.79468 8.65219 0.318
H -2.58283 -2.83749 0.43175 -0.012
C 3.28526 2.93110 -3.58109 -0.490
C 6.76477 -4.03233 3.73068 -0.413
N 0.28370 -0.09730 -6.82458 -0.642
```

Properties
**Maximum force**: 10.14 eV/A
**Frontier orbital gap**: 5.3 eV
**Total charge**: -1
**HOMO level**: -3.687 eV
**E_LUMO**: 1.59 eV
**E_tot**: -2525.6833 Eh



No. 2
C24H19N5O2S | the ωB97M-V functional and the def2-TZVPD basis

XYZ file:
```
51
Properties=species:S:1:pos:R:3:mulliken_charge:R:1
C -6.52662 -1.88644 1.68403 -0.857
C 4.79008 0.20379 1.80918 -0.413
H -0.56678 3.33749 -2.62508 0.443
C -4.47667 -0.84374 0.02898 -0.569
H -1.87245 1.34532 0.92021 0.456
H -6.69887 -0.80997 1.78443 0.339
H -2.65328 5.50904 0.41386 0.388
H 1.96953 -2.74845 -2.92667 0.307
C -3.42770 -0.37912 -0.74459 -0.118
C -2.12843 -0.76297 -0.45437 -1.419
N 0.69586 -0.32232 -2.57011 -0.484
H -7.09480 -2.41380 2.44854 0.243
N 0.43163 0.94941 -2.26094 -0.610
H -3.61990 0.28808 -1.57188 0.488
C 1.53102 -3.07619 -1.98409 -0.618
C 4.70932 -0.46225 0.58648 0.217
C -2.33603 3.42597 0.79029 -0.732
C -0.61401 0.98528 -1.47216 0.530
C 3.48830 -1.14794 0.23381 0.541
H -0.84692 -1.90394 0.82814 0.585
S -0.27154 -2.80308 -2.02870 -0.176
C -1.07240 3.37682 -1.67304 -0.477
C -1.81197 2.23758 0.31566 -0.200
O -5.17881 -2.21858 1.91599 -0.450
H 1.67595 -4.14867 -1.84824 0.458
H -5.47935 -0.53085 -0.21393 0.412
H 7.80740 0.19010 -0.59416 0.389
C -1.18676 2.20312 -0.92856 0.227
C 5.79984 -0.46546 -0.28103 -0.373
N -1.05695 -0.29470 -1.24161 0.576
H -2.73773 -2.74677 2.20796 0.468
H 3.93233 0.19399 2.46238 0.480
C -2.23854 4.58507 0.03867 -0.377
C -1.86639 -1.62049 0.61072 0.325
C 6.96150 0.19172 0.07699 -0.591
C -4.22752 -1.70283 1.09528 0.847
C 7.04180 0.85178 1.29281 -0.358
H -2.81909 3.44668 1.75615 0.398
H 7.95194 1.36376 1.56806 0.383
H -1.51090 5.46374 -1.77356 0.383
H -6.85789 -2.21800 0.69483 0.343
H 6.02156 1.37423 3.10134 0.392
C -0.19247 -1.06294 -1.96426 0.229
O 3.35978 -1.82130 -0.93730 -0.348
C 5.95596 0.85739 2.15568 -0.568
N 1.52252 -1.95932 0.23891 0.130
C -1.59854 4.55898 -1.19043 -0.565
C -2.91208 -2.08363 1.37629 -0.695
H 5.72786 -0.97971 -1.22752 0.418
N 2.40192 -1.22636 0.94215 -0.701
C 2.10529 -2.29950 -0.86561 0.306
```

Properties
**Maximum force**: 1.53 eV/A
**Frontier orbital gap**: 8.8 eV
**Total charge**: 0
**SMILES**: COc1ccc(-n2c(SCc3nnc(-c4ccccc4)o3)nnc2-c2ccccc2)cc1
**HOMO level**: -8.262 eV
**E_LUMO**: 0.49 eV
**ΔE to the lowest compared entry with this formula, charge and spin**: 234.5 kJ/mol
**E_tot**: -1748.3990 Eh



No. 3
C2H8N3O2P | the ωB97M-V functional and the def2-TZVPD basis

XYZ file:
```
16
Properties=species:S:1:pos:R:3:lowdin_spin:R:1
C 1.45980 0.32594 0.36612 0.138
H 3.41794 -0.19990 0.22046 -0.002
H 3.21904 1.63838 -0.19674 0.003
N -2.87006 -1.16606 -0.63070 0.183
H 3.21156 1.05741 1.41504 0.002
H -3.58702 -1.30793 0.02839 0.004
N 0.83875 -0.15618 1.29351 0.929
C 2.91932 0.77198 0.43728 0.061
H 0.90904 0.40461 -0.56993 0.050
N -2.49908 1.16939 0.78524 -0.005
H -2.66131 1.95500 0.20220 0.000
P -1.65575 -0.01037 -0.12875 0.033
O -0.95272 0.59917 -1.28351 0.012
O -0.79586 -0.87357 0.75417 0.592
H -2.11070 1.30353 1.63560 -0.001
H -2.25054 -1.95449 -0.84912 0.000
```

Properties
**Spin multiplicity**: 3
**Maximum force**: 4.71 eV/A
**Frontier orbital gap (alpha / beta)**: 9.2 / 6.6 eV
**Total charge**: 0
**HOMO level (alpha / beta)**: -8.227 / -10.140 eV
**E_LUMO (alpha / beta)**: 0.95 / -3.50 eV
**ΔE to the lowest compared entry with this formula, charge and spin**: 94.4 kJ/mol
**E_tot**: -736.9962 Eh